Entry from OMol25: a cluster of 10 separate species, C45H93F9N4O9 in total (ωB97M-V/def2-TZVPD).

Atoms and positions in Å:
H1 -2.291 5.608 0.745
C1 7.338 -0.748 0.826
F1 2.926 -0.245 2.425
C2 7.880 -1.063 2.224
H2 -0.592 -3.192 4.349
H3 8.034 -2.134 2.382
C3 -6.494 1.051 1.459
C4 -3.529 2.303 6.736
H4 -2.025 1.396 4.366
N1 7.296 0.682 0.565
H5 1.089 -4.578 -0.813
C5 8.619 1.165 0.128
H6 -4.495 2.123 7.213
H7 -0.044 6.861 0.890
H8 6.111 -2.383 -4.317
H9 -3.492 -5.744 -4.933
H10 -3.041 2.458 -0.930
O1 0.928 -1.114 3.907
H11 7.715 -1.398 0.029
H12 9.692 3.073 0.220
H13 1.104 0.507 0.520
H14 -1.910 0.192 -1.266
C6 -4.286 -5.312 -5.536
H15 3.066 -3.183 -1.293
C7 -3.699 3.262 5.538
H16 -1.329 -1.484 -1.336
C8 0.206 0.100 -1.364
H17 -1.214 -6.204 1.952
C9 -0.147 5.776 0.732
C10 0.200 -4.079 -1.187
C11 -0.649 -6.770 -0.061
C12 -0.314 -3.560 3.363
C13 5.236 -2.986 -4.097
H18 2.687 6.901 -1.383
C14 -1.479 5.386 0.051
H19 3.059 -4.106 -2.770
C15 2.642 -1.533 2.270
C16 -2.367 4.815 4.297
H20 -5.326 1.658 -0.749
F2 -4.052 -2.934 -1.594
C17 -4.620 1.395 0.035
H21 1.702 0.903 -5.307
H22 4.118 4.239 0.910
H23 1.015 7.518 -1.143
H24 8.343 2.957 1.354
C18 8.688 2.655 0.367
H25 -2.424 5.495 5.150
F3 -5.726 -1.543 -1.503
H26 8.164 3.260 -0.380
H27 -0.016 -7.464 1.987
H28 -2.890 2.799 7.466
C19 6.240 0.987 -0.429
O2 -6.279 -2.284 -4.203
H29 -3.151 4.469 2.405
F4 -7.533 -0.247 3.097
C20 -2.900 -6.028 -0.746
C21 -4.809 -2.095 -2.346
F5 -5.897 1.030 3.732
O3 0.797 -0.246 -2.364
H30 -2.274 -3.852 2.520
H31 -4.216 0.400 -0.166
C22 2.173 5.139 0.893
H32 -3.584 6.122 2.967
C23 0.611 0.896 -5.235
H33 -1.659 -2.200 2.259
H34 -3.384 -5.074 -0.940
H35 -4.709 -6.080 -6.186
H36 -3.671 3.349 0.349
F6 -4.019 -1.114 -2.816
H37 0.488 -3.433 -2.022
C24 -6.940 0.939 2.901
H38 -2.571 1.984 0.706
H39 -1.448 4.321 -0.163
H40 -3.807 -5.922 1.252
H41 0.103 2.660 4.013
H42 -1.682 -4.404 -2.267
C25 4.699 -2.713 -2.686
H43 -0.495 -5.669 -2.425
H44 -1.729 5.958 -0.843
F7 3.689 -2.290 2.599
H45 6.320 -1.105 1.019
H46 -1.132 -0.465 0.135
C26 -3.589 -6.661 0.479
H47 4.561 -0.302 0.313
O4 0.196 0.984 -7.547
H48 -6.188 -4.270 -5.304
H49 2.585 -2.355 -2.690
F8 -7.830 1.867 3.246
C27 -0.328 -6.572 1.438
H50 2.068 4.816 1.928
C28 3.292 -3.122 -2.357
H51 2.905 3.280 0.003
H52 -0.405 1.918 2.485
H53 -0.164 -4.633 3.445
C29 -1.110 -0.490 -0.958
O5 0.990 -3.127 2.909
H54 7.412 -0.629 3.108
H55 8.700 0.942 -0.945
H56 9.408 0.674 0.693
H57 -0.261 -3.433 -0.443
O6 5.402 -2.226 -1.829
C30 -0.954 -4.979 -1.700
C31 3.261 4.284 0.240
H58 -3.958 -4.480 -6.157
C32 1.640 6.777 -1.645
O7 -7.255 0.896 0.558
C33 -3.404 2.322 0.095
F9 2.308 -1.741 0.984
H59 6.548 0.423 -1.320
H60 6.338 2.067 -0.542
C34 1.425 -1.906 3.161
N2 -2.377 3.457 4.906
H61 -1.376 5.001 3.884
H62 -2.044 2.001 -5.859
C35 -5.488 -4.868 -4.714
H63 -1.135 -7.723 -0.307
H64 5.422 -4.045 -4.257
N3 0.943 5.063 0.091
C36 -1.125 2.461 -6.234
H65 0.506 -5.872 1.476
C37 0.826 1.078 -0.364
C38 -2.093 2.398 3.941
H66 -3.010 -6.673 -1.628
H67 -1.090 -3.602 1.356
H68 4.410 -2.635 -4.724
C39 -0.713 2.587 3.291
H69 -0.223 5.428 1.767
H70 -6.086 -5.743 -4.449
C40 -5.531 -2.846 -3.469
H71 -0.659 3.556 2.782
H72 8.903 -0.687 2.400
H73 0.128 5.251 -1.767
H74 0.039 1.812 -0.187
H75 -4.099 4.208 5.889
H76 -4.419 4.667 3.552
H77 -2.815 2.354 3.116
H78 -0.914 3.222 -5.481
C41 1.119 5.377 -1.329
H79 -4.478 -7.216 0.192
C42 -0.026 1.462 -6.459
H80 0.370 1.471 -4.339
H81 1.732 1.418 -0.858
H82 0.393 -0.133 -4.949
H83 4.101 1.154 -0.584
N4 -1.488 -5.688 -0.535
H84 1.417 6.897 -2.708
H85 4.710 1.171 1.086
C43 4.840 0.729 0.094
C44 -3.455 5.082 3.258
H86 2.427 6.211 0.880
O8 -5.116 -4.109 -3.568
H87 -1.390 2.946 -7.174
H88 -3.119 1.360 6.383
O9 -5.202 1.386 1.335
H89 3.568 4.648 -0.742
H90 -2.889 -7.315 1.003
H91 -4.361 2.690 4.879
C45 -1.379 -3.250 2.348
H92 0.321 -6.863 -0.556
H93 1.694 4.590 -1.818

Summary:
Kohn-Sham gap: 8.34 eV
2S+1: 1
electronic energy: -97016.53797 eV
SMILES: CCOC(=O)C(F)(F)F.CCOC(=O)C(F)(F)F.CCOC(=O)C(F)(F)F.CCN(CC)CC.CCN(CC)CC.CCN(CC)CC.CCN(CC)CC.CC(C)=O.CC(C)=O.CC(C)=O
net charge: 0
highest occupied orbital energy: -8.11 eV

Mulliken atomic charge list, values in e, 6 entries: number 1, H, carries 0.32; number 2, C, carries -0.02; number 3, F, carries -0.23; number 4, C, carries -1.45; number 5, H, carries 0.33; number 6, H, carries 0.42

Entry from OMol25: a cluster of 2 separate species, Cl2H3N3 in total (ωB97M-V/def2-TZVPD).

Atoms and positions in Å:
H1 -1.090 1.319 0.443
H2 1.042 1.564 0.002
N1 0.560 0.660 -0.225
N2 1.262 -0.229 -0.788
Cl1 -2.275 -2.542 0.925
N3 -0.660 0.478 0.065
Cl2 2.900 0.192 -0.948
H3 -1.738 -1.441 0.526

Summary:
Kohn-Sham gap: 9.62 eV
2S+1: 1
electronic energy: -29560.55047 eV
net charge: 0
highest occupied orbital energy: -9.47 eV

natural (NBO) atomic charge list, values in e, 6 entries: number 1, H, carries 0.34; number 2, H, carries 0.37; number 3, N, carries -0.01; number 4, N, carries -0.27; number 5, Cl, carries -0.31; number 6, N, carries -0.52

Entry from OMol25: a structure of composition C6H11Cl4FeLaO2 (ωB97M-V/def2-TZVPD).

Atoms and positions in Å:
Cl1 3.598 -2.041 2.652
O1 0.982 -0.892 1.429
H1 2.290 1.575 -4.044
C1 -0.664 1.109 -1.500
Fe1 -0.012 0.018 0.014
Cl2 1.138 -1.339 -1.234
H2 -1.388 -0.716 2.149
H3 -1.514 -2.013 0.896
H4 -1.479 -1.021 -3.755
H5 -0.286 2.114 -1.342
C2 -1.529 -0.919 1.069
H6 -0.352 -0.469 -5.019
Cl3 1.273 -1.794 4.377
C3 -0.436 -0.949 -4.043
Cl4 3.318 0.259 4.394
H7 0.020 -1.931 -4.074
C4 1.669 -0.157 2.234
O2 1.731 1.084 2.141
C5 2.312 1.196 -3.023
H8 2.392 2.020 -2.323
H9 3.136 0.505 -2.899
C6 2.438 -0.898 3.372
La1 0.545 0.293 -2.810
H10 -1.678 1.031 -1.851
H11 -2.495 -0.504 0.734

Summary:
Kohn-Sham gap (spin up / spin down): 5.51 / 5.45 eV
2S+1: 6
electronic energy: -95821.58538 eV
net charge: -1
highest occupied orbital energy (spin up / spin down): -3.32 / -3.27 eV

Mulliken atomic charge list, values in e, 6 entries: number 1, Cl, carries -0.16; number 2, O, carries -0.46; number 3, H, carries 0.32; number 4, C, carries -0.45; number 5, Fe, carries -0.02; number 6, Cl, carries -0.32

Entry from OMol25: the molecule C2H4ClI (ωB97M-V/def2-TZVPD).

Atoms and positions in Å:
Cl1 1.874 0.315 0.804
H1 0.714 -0.853 -1.198
H2 -1.015 -0.904 -0.850
H3 -0.351 0.634 -1.356
I1 -1.009 1.773 1.558
H4 -0.233 -0.773 1.160
C1 -0.106 -0.317 -0.859
C2 0.125 0.125 0.741

Summary:
Kohn-Sham gap: 9.95 eV
2S+1: 1
electronic energy: -22761.16094 eV
SMILES: C[C@@H](Cl)I
net charge: 0
highest occupied orbital energy: -9.80 eV

natural (NBO) atomic charge list, values in e, 6 entries: number 1, Cl, carries -0.02; number 2, H, carries 0.22; number 3, H, carries 0.20; number 4, H, carries 0.22; number 5, I, carries 0.13; number 6, H, carries 0.20

Entry from OMol25: a cluster of 11 separate species, C14H50N4O11 in total (ωB97M-V/def2-TZVPD).

Atoms and positions in Å:
H1 1.426 -1.987 -1.281
O1 -0.472 1.713 -4.197
O2 0.031 3.431 -0.562
O3 -1.592 -3.416 -0.812
H2 2.408 2.507 -4.533
H3 -1.552 -3.791 5.141
H4 -0.570 1.921 5.511
H5 -2.063 -2.315 4.318
O4 2.405 0.406 -3.018
H6 1.181 4.881 0.699
H7 -2.002 -2.799 1.074
C1 -1.594 2.443 -3.937
H8 2.026 3.746 -0.496
H9 3.124 3.626 -3.411
H10 -1.396 -3.792 3.423
H11 3.217 -2.799 -0.371
N1 0.441 0.810 -0.773
C2 -1.323 -3.135 4.308
H12 1.715 -2.525 1.353
C3 0.123 -2.644 4.551
H13 -2.681 -0.574 -2.644
H14 0.974 0.771 -1.688
H15 -1.534 -2.620 -2.456
H16 -2.995 2.664 0.138
H17 2.806 -0.401 -2.600
C4 -0.487 1.082 4.808
H18 2.673 -3.662 2.230
H19 -2.658 0.663 4.691
O5 -1.565 -2.169 -3.309
H20 3.694 -2.460 -2.971
H21 -0.936 -0.390 -2.508
H22 0.883 -3.464 4.518
H23 -2.677 3.430 -2.584
H24 -1.110 -1.592 0.150
C5 -2.715 1.748 0.729
H25 -0.595 0.780 -0.635
H26 -0.373 0.163 5.386
N2 -1.817 3.102 -2.847
H27 3.392 -2.119 1.751
H28 -2.537 -0.361 2.881
H29 3.202 1.761 -1.598
C6 -1.702 -0.762 -3.122
C7 -1.850 0.943 4.058
O6 0.392 -1.707 3.538
C8 1.143 3.917 0.188
H30 0.390 1.285 4.188
C9 2.533 2.728 -3.496
O7 2.451 0.475 0.270
H31 1.382 3.194 0.973
H32 -0.318 -1.048 3.452
H33 1.381 -2.233 -3.030
H34 4.174 1.444 -3.013
C10 -1.246 -2.702 0.304
H35 -1.846 2.039 1.397
O8 -2.273 0.717 -0.162
H36 0.218 -2.086 5.523
C11 1.916 -2.472 -2.128
H37 -1.107 3.144 -2.102
H38 -0.476 0.366 1.679
C12 1.130 0.595 0.300
H39 -1.665 -0.254 -4.111
N3 -2.595 2.669 -4.770
H40 1.931 -3.544 -2.097
H41 -3.113 0.249 -0.478
N4 0.494 0.448 1.437
H42 -0.265 -3.101 0.568
H43 1.464 2.965 -3.249
O9 3.245 -2.018 -2.244
H44 -1.489 -4.316 -0.617
H45 1.084 0.246 2.199
O10 3.264 -3.525 0.319
H46 0.308 2.471 -0.670
C13 3.119 1.553 -2.697
C14 2.725 -2.923 1.451
H47 -3.437 3.215 -4.606
H48 -2.209 1.852 3.536
H49 -2.448 2.271 -5.721
O11 -1.675 -0.028 3.082
H50 -3.483 1.307 1.422

Summary:
Kohn-Sham gap: 8.57 eV
2S+1: 1
electronic energy: -43807.99883 eV
SMILES: NC(N)=O.NC(N)=O.CCO.CCO.CCO.CO.CO.CO.CO.CO.CO
net charge: 0
highest occupied orbital energy: -8.81 eV

Mulliken atomic charge list, values in e, 6 entries: number 1, H, carries 0.00; number 2, O, carries -0.61; number 3, O, carries -0.75; number 4, O, carries -0.54; number 5, H, carries 0.42; number 6, H, carries 0.46

Entry from OMol25: a cluster of 2 separate species, C5H9B in total (ωB97M-V/def2-TZVPD).

Atoms and positions in Å:
H1 2.265 2.018 -1.238
H2 -1.720 -0.346 -1.865
C1 1.314 -0.206 -0.901
H3 -0.155 0.746 2.071
C2 -1.975 -0.299 -0.809
B1 -0.753 -0.173 0.151
H4 -0.394 -0.973 2.142
H5 -1.791 0.092 2.104
H6 -2.660 0.538 -0.672
H7 -2.549 -1.197 -0.572
H8 3.235 -0.344 0.603
C3 -0.789 -0.058 1.702
C4 2.540 0.050 -0.098
C5 2.139 1.028 -0.868
H9 1.292 -0.874 -1.751

Summary:
Kohn-Sham gap (spin up / spin down): 5.26 / 9.20 eV
2S+1: 3
electronic energy: -5999.63945 eV
net charge: 0
highest occupied orbital energy (spin up / spin down): -4.40 / -10.61 eV

natural (NBO) atomic charge list, values in e, 6 entries: number 1, H, carries 0.24; number 2, H, carries 0.23; number 3, C, carries -0.21; number 4, H, carries 0.22; number 5, C, carries -1.03; number 6, B, carries 0.53